# 1
The following is a DFT calculation (ωB97M-V/def2-TZVPD) of a cluster of 2 separate species, CH5BOS in total in a non-equilibrium geometry.

As for the strongest force on any atom: 4.37 eV Å⁻¹. The calculation puts the highest occupied orbital energy at -8.50 eV. As for the lowest unoccupied orbital energy: 0.0111 hartree. The calculation puts the HOMO-LUMO gap at 8.8 eV. The total energy comes out at -539.33731 a.u. Its energy above the lowest of the compared OMol25 structures with the same formula, charge and spin is 57.9 kcal per mole.

Geometry (Å):
B -0.398 -0.372 -0.721
C -0.086 0.925 0.187
O -0.067 -1.532 -0.262
S 0.675 0.621 1.762
H -0.714 -0.119 -1.845
H -0.930 1.633 0.478
H 0.715 2.001 -0.601
H -0.054 -2.448 -0.578
H 0.859 -0.709 1.581

***

# 2
The following is a DFT calculation (ωB97M-V/def2-TZVPD) of a structure of composition C30H37Cl2CoNO4Si in a non-equilibrium geometry.

As for the strongest force on any atom: 2.87 eV Å⁻¹. The calculation puts the highest occupied orbital energy (spin up / spin down) at -8.54 / -10.75 eV. As for the spin multiplicity: 5. As for the lowest unoccupied orbital energy (spin up / spin down): -0.1812 / -0.1820 hartree. The calculation puts the HOMO-LUMO gap (spin up / spin down) at 3.6 / 5.8 eV. The total energy comes out at -4113.42429 a.u. The charge is +1. Its expectation value of S² is 6.10. Its energy above the lowest of the compared OMol25 structures with the same formula, charge and spin is 20.9 kcal per mole.

Geometry (Å):
Co 0.711 0.490 0.234
Cl 3.557 -4.743 -3.819
C 2.688 -3.532 -2.965
C 1.302 -3.662 -2.830
C 0.593 -2.676 -2.178
Cl -1.118 -2.787 -2.057
C 1.222 -1.542 -1.617
O 0.515 -0.597 -1.082
C 2.654 -1.472 -1.700
C 3.333 -0.429 -1.011
O 2.821 0.396 -0.222
C 3.357 -2.461 -2.410
H 0.790 -4.519 -3.240
H 4.414 -0.358 -1.180
H 4.429 -2.388 -2.499
C 0.961 -3.771 1.829
O -0.158 -3.015 1.421
C -1.359 -3.641 1.309
C -1.565 -5.003 1.503
C -2.816 -5.564 1.302
C -3.881 -4.787 0.877
C -3.697 -3.436 0.683
C -2.458 -2.840 0.920
N -2.361 -1.473 0.690
C -1.579 -0.538 1.268
C -0.980 -0.586 2.557
C -1.427 -1.410 3.597
C -0.951 -1.245 4.882
C 0.006 -0.274 5.166
C 0.515 0.523 4.157
C 0.063 0.369 2.841
O 0.610 1.048 1.859
H 1.138 -4.632 1.180
H 0.848 -4.111 2.862
H 1.808 -3.091 1.760
H -0.749 -5.638 1.810
H -2.950 -6.622 1.458
H -4.850 -5.228 0.717
H -4.521 -2.816 0.365
H -2.982 -1.140 -0.039
H -1.671 0.446 0.821
H -2.194 -2.145 3.404
H -1.343 -1.863 5.675
H 0.369 -0.149 6.174
H 1.290 1.247 4.356
C -1.608 3.115 0.368
Si -0.012 2.611 -0.608
C 1.345 3.989 -0.188
C 2.646 3.795 -0.967
C 1.652 3.963 1.310
C 0.773 5.367 -0.534
C -0.548 2.284 -2.496
C 0.631 1.836 -3.359
C -1.658 1.233 -2.555
C -1.102 3.590 -3.062
H -1.875 4.136 0.109
H -1.445 3.082 1.442
H -2.473 2.498 0.139
H 3.058 2.804 -0.800
H 3.380 4.530 -0.639
H 2.491 3.940 -2.032
H 2.070 3.005 1.605
H 0.757 4.149 1.897
H 2.373 4.743 1.544
H 0.547 5.454 -1.592
H 1.511 6.128 -0.287
H -0.128 5.581 0.032
H 1.077 0.922 -2.978
H 1.399 2.602 -3.398
H 0.297 1.650 -4.379
H -1.335 0.288 -2.128
H -1.935 1.056 -3.593
H -2.544 1.578 -2.029
H -0.327 4.345 -3.138
H -1.910 3.977 -2.449
H -1.493 3.412 -4.063

***

# 3
The following is a DFT calculation (ωB97M-V/def2-TZVPD) of a structure of composition C9H18Cl2InN2O in a non-equilibrium geometry.

As for the strongest force on any atom: 6.61 eV Å⁻¹. The calculation puts the highest occupied orbital energy at -1.43 eV. As for the lowest unoccupied orbital energy: 0.0821 hartree. The calculation puts the HOMO-LUMO gap at 3.7 eV. The total energy comes out at -1648.91194 a.u. The charge is -1. Its energy above the lowest of the compared OMol25 structures with the same formula, charge and spin is 108.4 kcal per mole.

Geometry (Å):
In 0.925 -0.240 0.487
Cl 0.802 -2.494 0.176
Cl 2.153 1.734 1.294
C 2.309 0.063 -1.360
H 3.026 0.837 -1.046
H 2.806 -0.899 -1.704
C -0.624 0.895 -1.081
C 0.704 0.570 -1.688
H -1.140 0.982 -0.072
C 0.614 -0.342 -2.977
H 0.986 1.609 -2.136
C -0.500 0.078 -3.921
H 1.580 -0.245 -3.507
H 0.595 -1.411 -2.734
C -1.742 0.115 -3.102
H -0.297 1.065 -4.348
H -0.590 -0.603 -4.769
C -1.642 1.232 -2.083
H -2.571 0.336 -3.750
H -1.877 -0.842 -2.593
H -1.167 2.159 -2.475
H -2.657 1.529 -1.714
C -1.674 -0.656 4.804
N -0.271 -0.782 4.455
C 0.337 -0.460 3.304
N 1.695 -0.539 3.369
O -0.291 -0.144 2.229
H -2.201 -0.402 3.876
H -1.842 0.130 5.563
H -2.064 -1.602 5.215
H 0.336 -0.999 5.298
H 2.192 0.038 2.696
H 2.088 -0.712 4.294

***

# 4
The following is a DFT calculation (ωB97M-V/def2-TZVPD) of an isolated molecule of CH3N5O in a non-equilibrium geometry.

Its SMILES is Nn1nnnc1O. As for the strongest force on any atom: 4.16 eV Å⁻¹. The calculation puts the highest occupied orbital energy at -10.10 eV. As for the lowest unoccupied orbital energy: -0.0087 hartree. The calculation puts the HOMO-LUMO gap at 9.9 eV. The total energy comes out at -388.79560 a.u. Its energy above the lowest of the compared OMol25 structures with the same formula, charge and spin is 46.5 kcal per mole.

Geometry (Å):
C -0.237 -0.722 -0.083
H -1.981 1.272 -0.617
H -1.734 1.595 0.985
H -2.173 -1.170 0.088
N -1.165 1.643 0.033
N -0.142 0.674 -0.149
N 1.102 1.012 -0.069
N 1.780 -0.068 0.206
N 0.995 -1.112 -0.091
O -1.336 -1.551 0.067

***

# 5
The following is a DFT calculation (ωB97M-V/def2-TZVPD) of a structure of composition C27H37F3NRhSSb.

As for the strongest force on any atom: 0.13 eV Å⁻¹. The calculation puts the highest occupied orbital energy at -11.27 eV. As for the lowest unoccupied orbital energy: -0.1346 hartree. The calculation puts the HOMO-LUMO gap at 7.6 eV. The total energy comes out at -2154.17758 a.u. The charge is +1. Its energy above the lowest of the compared OMol25 structures with the same formula, charge and spin is 0.0 kcal per mole.

Geometry (Å):
Rh -0.058 -0.095 0.087
C 2.459 0.544 -4.878
C 3.909 0.509 -4.394
C 4.627 -0.651 -5.099
C 4.581 1.836 -4.771
C 4.002 0.314 -2.883
C 5.273 0.244 -2.273
C 5.440 0.080 -0.916
C 4.297 -0.024 -0.126
S 4.154 -0.220 1.596
C 2.449 -0.213 1.445
N 2.010 -0.083 0.219
C 3.034 0.036 -0.708
C 2.882 0.210 -2.082
C 1.449 -0.302 2.498
C 1.742 -0.437 3.849
C 0.708 -0.480 4.771
C -0.605 -0.381 4.337
C -0.902 -0.247 2.983
C 0.119 -0.216 2.049
H 2.444 0.680 -5.960
H 1.904 1.375 -4.436
H 1.937 -0.389 -4.656
H 4.566 -0.522 -6.180
H 4.168 -1.608 -4.843
H 5.682 -0.700 -4.831
H 4.525 1.987 -5.851
H 5.634 1.852 -4.488
H 4.086 2.677 -4.283
H 6.157 0.326 -2.890
H 6.429 0.035 -0.481
H 1.886 0.270 -2.499
H 2.771 -0.503 4.180
H 0.927 -0.582 5.825
H -1.413 -0.405 5.057
H -1.935 -0.157 2.679
C -4.290 1.049 1.838
C -4.265 0.861 0.325
C -4.275 2.189 -0.426
Sb -2.615 -0.362 -0.298
C -3.262 -2.394 0.017
C -2.625 -2.980 1.274
C -4.781 -2.516 0.043
C -2.574 -0.196 -2.438
C -3.729 -0.900 -3.137
C -1.207 -0.721 -2.878
H -5.181 1.611 2.123
H -3.421 1.614 2.180
H -4.320 0.098 2.375
H -5.131 0.268 0.020
H -3.397 2.790 -0.191
H -5.156 2.763 -0.130
H -4.321 2.054 -1.507
H -2.872 -2.921 -0.860
H -2.973 -2.470 2.175
H -1.535 -2.916 1.262
H -2.895 -4.034 1.373
H -5.207 -1.994 0.902
H -5.064 -3.567 0.131
H -5.250 -2.123 -0.860
H -2.616 0.877 -2.639
H -3.726 -1.973 -2.937
H -3.651 -0.772 -4.219
H -4.697 -0.501 -2.829
H -1.062 -1.770 -2.602
H -0.388 -0.125 -2.444
H -1.088 -0.655 -3.962
F 0.911 2.473 0.510
C -0.209 1.852 0.133
F -0.476 2.253 -1.142
F -1.197 2.337 0.910